Below is a structure of composition C32H29Cl2N6O3Re, with properties calculated with the ωB97M-V functional and the def2-TZVPD basis.

Element x y z (Å)
1 C 2.00 0.94 2.36
2 Re 1.40 -1.35 -0.04
3 C -2.04 0.12 -1.23
4 C -2.73 2.68 -1.10
5 C -1.24 -5.37 -1.47
6 C -1.91 -4.60 0.80
7 N -0.75 -1.79 2.76
8 C -0.69 5.20 -0.08
9 C 1.71 3.38 1.91
10 C -2.76 1.37 -1.71
11 C -2.28 5.82 2.11
12 N 2.75 -2.95 -0.36
13 H -0.17 -0.98 2.62
14 C 2.61 1.75 0.19
15 C 2.94 -3.87 0.60
16 H 5.02 -6.00 -0.99
17 C -0.60 -0.01 -0.79
18 C -3.69 3.67 -1.46
19 C 4.80 -4.30 -3.09
20 C 4.19 -4.19 -1.80
21 C 2.09 2.00 1.47
22 C -0.54 6.43 0.54
23 H -1.23 7.68 2.13
24 H -2.59 -5.44 0.79
25 N -1.73 3.01 -0.27
26 H 3.99 -1.29 0.75
27 H 3.19 -2.34 -2.29
28 N -1.16 -4.45 -0.32
29 H 0.81 3.37 2.52
30 H -0.90 2.44 -0.27
31 C -3.67 1.19 -2.73
32 C 3.25 -0.50 0.84
33 C -4.57 2.19 -3.12
34 Cl -3.56 3.44 2.09
35 H -5.31 4.19 -2.75
36 O 0.47 -3.14 -1.32
37 H -1.30 -1.86 3.61
38 H -2.45 -3.91 2.73
39 N 5.30 -4.38 -4.12
40 C 3.37 -3.10 -1.54
41 H -5.26 2.00 -3.93
42 O 0.24 -0.60 -1.55
43 H 3.68 0.40 -1.09
44 H -2.61 -0.29 -0.39
45 H -3.71 0.24 -3.24
46 H 1.58 1.11 3.34
47 C -0.91 -2.68 1.79
48 H -0.35 -6.00 -1.49
49 C 3.75 -4.97 0.41
50 H -1.30 -4.80 -2.39
51 C 3.16 0.52 -0.15
52 C -4.60 3.42 -2.45
53 H 3.88 -5.68 1.22
54 H 2.51 3.80 2.52
55 C -0.28 -3.41 -0.37
56 H 0.17 7.14 0.16
57 H 2.43 -3.71 1.54
58 C -1.62 4.27 0.39
59 H -2.13 -5.98 -1.35
60 N -0.16 -2.57 0.68
61 H 2.64 2.55 -0.54
62 C 2.55 -0.31 2.06
63 H -3.64 4.64 -0.99
64 O -0.19 0.20 0.38
65 C -1.34 6.72 1.64
66 H -2.90 6.05 2.96
67 C -1.83 -3.76 1.86
68 C 4.39 -5.15 -0.81
69 H 2.62 -1.07 2.83
70 Cl 0.20 4.82 -1.52
71 C -2.42 4.59 1.49
72 H -2.13 -0.59 -2.06
73 H 1.57 4.05 1.06

As for the maximum force: 0.021 Eh/bohr. Its multiplicity is 2. As for the expectation value of S²: 0.78. As for the energy above the lowest of the compared OMol25 structures with the same formula, charge and spin: 0.000 eV. As for the net charge: +3. As for the HOMO-LUMO gap (spin up / spin down): 7.325 / 5.899 eV.

Below is a structure of composition C32H29ClF2GeNO3ReS2, with properties calculated with the ωB97M-V functional and the def2-TZVPD basis.

Element x y z (Å)
1 C -3.17 -2.13 4.81
2 C 1.26 -1.38 1.59
3 H -0.57 6.69 -0.21
4 H 4.07 0.76 -3.98
5 H -1.49 0.03 -4.15
6 Ge 1.13 1.14 0.17
7 H -4.13 -1.05 6.45
8 Re -2.27 -0.90 0.02
9 H 1.63 -3.23 2.59
10 O -4.14 1.08 -3.04
11 C -0.28 5.66 -0.15
12 H 0.28 -2.97 -0.91
13 C 0.82 5.20 -0.87
14 C 0.47 3.00 0.03
15 C 0.37 -0.89 -3.61
16 C 0.85 -0.06 1.73
17 C -2.07 1.37 -1.86
18 H 2.25 -3.92 -2.05
19 C 5.02 -0.06 -2.24
20 H -4.17 -2.55 4.60
21 H -0.08 1.14 -4.18
22 O -3.66 -0.43 -1.50
23 C 1.27 -2.22 2.69
24 Cl 3.54 -3.14 -4.45
25 C -0.94 -0.80 -1.42
26 C 0.42 0.41 2.97
27 C 0.42 -0.44 4.06
28 C 0.00 -1.37 -2.31
29 C 1.45 -1.47 -4.24
30 C 0.86 -1.75 3.93
31 H 5.93 -0.32 -2.77
32 H 0.10 1.44 3.09
33 C -1.00 4.79 0.66
34 C 1.73 -3.08 -2.47
35 O -1.12 0.55 -1.13
36 H 3.68 -0.19 0.85
37 C -3.27 -0.97 5.79
38 C 0.64 -2.55 -1.83
39 F -2.19 -3.81 0.47
40 C 2.17 -2.52 -3.67
41 H -2.31 -2.21 2.85
42 H 2.00 1.34 -2.79
43 H -1.84 5.14 1.23
44 C 2.69 0.59 -0.90
45 C 3.75 0.00 -0.21
46 C 2.81 0.86 -2.26
47 N -2.62 -1.58 3.58
48 H -1.64 1.73 -2.79
49 C 3.97 0.53 -2.93
50 C 1.20 3.88 -0.77
51 H 1.37 5.88 -1.50
52 C -0.43 0.12 -4.37
53 H 0.11 -0.07 5.03
54 S -2.59 0.54 1.94
55 F -3.67 -2.29 0.90
56 S -3.44 0.53 4.76
57 H 2.07 3.52 -1.31
58 H 1.73 -1.11 -5.22
59 C -3.44 0.62 -2.19
60 H -2.36 -0.86 6.39
61 H 1.60 -1.74 0.63
62 H -2.30 2.21 -1.21
63 H -1.23 2.77 1.33
64 H -3.59 -3.30 -0.88
65 H -2.53 -2.93 5.18
66 H 0.90 -2.40 4.79
67 H -0.29 -0.05 -5.44
68 C -2.85 -0.29 3.37
69 C -2.92 -2.85 -0.14
70 C -0.64 3.45 0.73
71 H 5.75 -0.75 -0.35
72 C 4.92 -0.31 -0.89

As for the maximum force: 0.058 Eh/bohr. Its multiplicity is 1. As for the net charge: +2. As for the HOMO-LUMO gap (spin up / spin down): 6.450 / 6.355 eV.

Below is a structure of composition C32H29F6MoN8O18P2S4, with properties calculated with the ωB97M-V functional and the def2-TZVPD basis.

Element x y z (Å)
1 H -2.36 -2.48 -3.52
2 O 1.21 2.51 -2.94
3 H -0.81 -0.97 6.10
4 S 2.23 2.03 -2.07
5 C 1.14 -0.64 4.33
6 H 1.79 -4.40 -0.29
7 H -2.02 0.75 3.90
8 H -6.42 -4.38 -0.77
9 N 0.17 -0.96 1.68
10 F 4.83 -0.76 -2.54
11 C 0.54 -0.88 -3.53
12 F 1.24 4.13 -0.81
13 C 0.47 -3.28 5.65
14 H -0.68 1.23 4.96
15 O 1.81 0.83 -1.34
16 O -1.40 -0.95 -0.30
17 C -3.74 -2.50 0.07
18 H -5.36 -4.18 -3.00
19 H -2.28 0.93 5.64
20 H 1.36 -1.65 -6.47
21 C -2.94 4.46 -0.53
22 N -0.07 1.71 0.81
23 O 2.21 -2.16 1.81
24 C -2.54 3.37 -1.36
25 C -3.04 3.15 -2.65
26 H 1.39 1.39 2.23
27 O 5.84 2.81 -1.92
28 H -2.71 5.41 1.37
29 H 0.05 -0.58 -7.03
30 C 1.56 -0.87 1.91
31 C 0.10 -2.88 4.23
32 C 5.66 0.27 -2.45
33 C -0.73 -1.15 2.66
34 C -4.92 -3.71 -2.13
35 C 2.38 3.42 -0.78
36 N -1.10 1.38 -1.57
37 S 4.84 1.81 -1.74
38 H -5.38 -3.30 1.19
39 C -2.40 4.58 0.75
40 C -3.12 -2.40 -1.18
41 O 4.34 1.56 -0.44
42 H 0.90 -3.14 3.54
43 C 1.42 0.34 -5.61
44 H 0.85 -4.30 5.66
45 F 6.09 0.56 -3.68
46 H 0.78 1.21 -5.47
47 F 3.35 4.25 -1.16
48 H 3.92 -4.00 0.79
49 O 4.30 -3.41 1.46
50 O 2.57 -2.33 -2.54
51 O 2.61 -4.05 -0.64
52 C -2.55 2.07 -3.36
53 C -1.44 3.71 1.23
54 O -3.22 -2.96 -3.54
55 O -4.34 5.45 -2.05
56 H -1.27 0.43 -3.43
57 O 1.52 -0.32 5.44
58 Mo 0.33 -0.14 -0.25
59 N -0.01 -0.98 -2.35
60 C -0.18 -1.36 4.08
61 H -3.79 3.81 -3.07
62 O -1.93 -1.17 2.45
63 C -1.60 1.24 -2.81
64 O 1.98 -0.08 0.91
65 O 1.06 -2.13 -0.49
66 C -4.92 -3.21 0.22
67 H -0.80 -3.41 3.90
68 H -1.09 4.73 3.10
69 N -3.83 5.47 -0.93
70 N 1.88 -0.37 3.22
71 H -0.39 -3.22 6.30
72 H -2.12 -1.47 4.99
73 H 1.24 -2.62 6.03
74 F 2.57 3.10 0.49
75 N -1.17 -1.68 -2.40
76 O 3.60 -1.78 -0.29
77 H 2.29 0.61 -6.20
78 P 3.74 -1.94 1.30
79 N 3.61 1.99 -2.77
80 C 0.68 -0.84 -6.19
81 H -2.92 1.86 -4.35
82 O 4.51 -0.94 2.01
83 C -1.57 0.61 4.88
84 C -1.58 2.43 -0.86
85 C -1.85 -1.65 -1.28
86 C -5.51 -3.82 -0.89
87 S 2.06 -0.19 -3.94
88 P 2.40 -2.50 -1.10
89 O -4.07 6.37 -0.12
90 C -0.79 3.90 2.48
91 H 0.81 3.17 3.71
92 C 0.22 3.05 2.81
93 C -3.72 -3.01 -2.30
94 S -0.42 -1.47 -4.88
95 C -1.22 -0.86 5.10
96 H -3.27 -2.03 0.92
97 C 0.55 1.99 1.96
98 F 6.72 -0.10 -1.74
99 C -1.02 2.60 0.43
100 H 2.85 -0.10 3.32

As for the maximum force: 0.044 Eh/bohr. Its multiplicity is 3. As for the expectation value of S²: 2.05. As for the energy above the lowest of the compared OMol25 structures with the same formula, charge and spin: 3.786 eV. As for the net charge: -1. As for the HOMO-LUMO gap (spin up / spin down): 3.971 / 6.686 eV.

Below is a structure of composition C32H29KNOP2, with properties calculated with the ωB97M-V functional and the def2-TZVPD basis.

Element x y z (Å)
1 K -0.31 -1.09 0.58
2 H 2.68 2.59 0.62
3 H 4.43 1.76 2.04
4 C -1.83 -2.06 -2.74
5 H 1.09 -5.70 -0.39
6 H -5.36 -0.34 -2.16
7 H 7.73 -0.38 -0.78
8 H 1.81 2.19 -0.87
9 C 4.11 0.83 2.50
10 C 4.42 0.57 3.82
11 H -2.48 -2.40 -0.73
12 P -3.63 0.03 0.27
13 H 2.44 -2.02 1.77
14 H -0.23 -6.05 0.79
15 H -2.08 0.88 -4.39
16 H -1.24 -1.42 -4.70
17 C -0.95 1.46 2.33
18 C -2.89 1.70 0.61
19 H 7.91 1.49 -2.40
20 C 6.96 1.26 -1.93
21 C 0.03 -5.55 -0.16
22 C 5.64 -0.07 -0.43
23 H -1.41 -3.06 -2.83
24 C 3.30 -1.55 3.68
25 C 5.84 2.02 -2.23
26 H 2.98 -2.48 4.13
27 H -7.69 0.29 -2.65
28 H -0.54 -5.98 -0.99
29 H -3.50 2.13 1.41
30 C -2.19 0.16 -3.60
31 H 1.19 1.42 3.00
32 C 6.86 0.21 -1.02
33 C 4.62 1.72 -1.63
34 H -9.01 1.55 -0.98
35 C -7.99 1.26 -0.77
36 C -7.25 0.56 -1.70
37 H 3.75 2.32 -1.88
38 C 2.03 1.85 0.15
39 C -0.26 -4.03 -0.08
40 C 0.71 1.69 0.85
41 H -1.53 1.35 3.24
42 C -7.42 1.59 0.46
43 H 5.57 -0.89 0.28
44 H 4.98 1.30 4.40
45 C -6.11 1.23 0.73
46 H -3.00 2.34 -0.26
47 O -0.72 -3.71 1.03
48 H 4.25 -0.82 5.45
49 C -5.93 0.20 -1.42
50 C -1.45 1.64 1.04
51 H 5.91 2.84 -2.94
52 P 2.87 0.21 0.01
53 C 2.99 -1.29 2.35
54 C 0.46 1.49 2.20
55 N -0.45 1.75 0.13
56 C -2.44 -1.69 -1.54
57 C -2.91 -0.39 -1.36
58 H -7.99 2.14 1.20
59 C 4.50 0.68 -0.72
60 C 3.38 -0.09 1.75
61 H -3.11 1.55 -2.27
62 C -1.72 -1.14 -3.77
63 H -5.68 1.47 1.70
64 C -2.77 0.53 -2.40
65 C -5.34 0.54 -0.21
66 C 4.01 -0.62 4.41

As for the maximum force: 0.007 Eh/bohr. Its multiplicity is 1. As for the energy above the lowest of the compared OMol25 structures with the same formula, charge and spin: 0.149 eV. As for the net charge: -1. As for the HOMO-LUMO gap: 5.299 eV.

Below is a structure of composition C32H30AsCl3GeKN6O2S, with properties calculated with the ωB97M-V functional and the def2-TZVPD basis.

Element x y z (Å)
1 H 1.55 6.24 -0.53
2 C -3.05 1.90 5.17
3 C -2.44 0.74 4.63
4 H 3.63 -0.74 -3.53
5 H -2.32 -2.68 -5.94
6 C -2.32 3.25 3.24
7 C 1.04 5.17 1.26
8 C -2.60 -2.28 -4.98
9 N -0.84 2.37 -1.10
10 N 1.19 -1.21 0.79
11 H -0.58 -2.14 2.69
12 H 6.63 -4.10 2.62
13 C -0.21 3.30 -0.35
14 O -0.92 -1.58 -1.67
15 H 0.85 -2.72 -3.42
16 S -3.76 -0.59 -1.05
17 C -0.28 3.57 -3.08
18 N -3.11 -2.51 -2.72
19 H 6.23 -3.63 0.23
20 C 3.59 -2.63 2.87
21 As 1.20 -0.19 -2.93
22 H -0.44 0.61 -4.64
23 C 0.64 0.58 -4.62
24 C -0.86 2.49 -2.40
25 H 1.04 1.59 -4.67
26 Cl -2.26 -4.83 -0.12
27 C 3.38 -2.37 1.52
28 C -1.81 0.87 3.39
29 H 1.54 5.89 1.90
30 H 4.14 -2.52 -0.48
31 H 3.38 -0.48 -1.78
32 C -1.14 -1.31 3.32
33 N -1.16 -0.14 2.75
34 Cl 0.37 -3.88 2.95
35 C -3.31 -1.14 -2.54
36 C -2.99 3.09 4.48
37 H 2.84 -2.35 3.59
38 H 0.42 3.97 2.94
39 C -0.28 3.13 1.10
40 Cl -3.68 -3.00 2.84
41 C -2.77 -3.07 -3.88
42 H 0.90 -2.37 -1.67
43 C 3.15 -0.12 -2.78
44 H -2.83 -0.73 6.19
45 C 0.50 -1.99 -2.61
46 C 5.72 -3.61 2.31
47 C -1.70 2.14 2.68
48 H -2.71 -0.24 -5.63
49 H 4.94 -3.46 4.31
50 C 4.77 -3.25 3.26
51 H -0.99 -1.96 -2.61
52 C -2.83 -0.91 -4.78
53 H -2.30 4.21 2.74
54 H -1.39 1.71 -2.94
55 H 1.01 -0.01 -5.46
56 K -1.04 -0.05 0.12
57 C 2.16 -1.72 1.11
58 H 3.47 0.91 -2.89
59 H -3.47 3.97 4.91
60 C -2.37 -0.56 5.22
61 H -2.63 -4.14 -3.86
62 Ge -1.75 -3.01 1.52
63 H 0.83 5.39 -2.83
64 C 5.50 -3.35 0.97
65 N -3.16 -0.35 -3.65
66 N -0.96 2.06 1.56
67 C 0.42 4.42 -0.95
68 C 0.39 4.08 1.86
69 C 1.06 5.37 -0.10
70 O 0.63 0.80 -1.74
71 H -1.66 -2.58 5.00
72 C 0.36 4.53 -2.34
73 C -1.72 -1.58 4.58
74 H -3.56 1.85 6.13
75 H -0.35 3.64 -4.16
76 H -3.22 -3.08 -1.89
77 C 4.32 -2.73 0.57

As for the maximum force: 0.088 Eh/bohr. Its multiplicity is 2. As for the expectation value of S²: 0.76. As for the energy above the lowest of the compared OMol25 structures with the same formula, charge and spin: 0.000 eV. As for the net charge: -2. As for the HOMO-LUMO gap (spin up / spin down): 4.029 / 4.909 eV.

Below is a structure of composition C32H30Br2MnO4, with properties calculated with the ωB97M-V functional and the def2-TZVPD basis.

Element x y z (Å)
1 H 0.01 -2.10 0.98
2 O -0.16 0.26 1.85
3 H 6.02 -3.14 -0.53
4 H -2.83 2.03 6.65
5 C 0.43 -1.76 3.08
6 H 3.76 -1.89 5.65
7 H 5.24 1.62 1.71
8 C 2.91 -0.35 2.04
9 H 1.81 4.83 0.22
10 O 2.50 -0.01 4.29
11 H 0.50 -5.63 3.30
12 C 0.22 -2.54 1.95
13 C 6.12 -1.45 -1.85
14 C 4.67 3.68 1.60
15 C -0.89 2.11 5.74
16 Mn 0.20 0.21 0.17
17 H 3.44 -2.48 4.02
18 H 4.59 0.58 5.91
19 C 3.87 -0.38 4.13
20 C -0.01 1.52 4.84
21 C -0.39 0.39 4.13
22 C 4.76 0.63 4.84
23 C 0.47 -0.24 3.04
24 H 0.07 -4.51 1.13
25 C -1.66 -0.15 4.34
26 H -2.74 1.13 1.63
27 C 2.55 4.13 0.57
28 C 1.92 0.29 3.03
29 H 5.81 0.41 4.65
30 C 0.66 -2.40 4.30
31 C 5.64 -2.15 -0.74
32 C 3.70 4.59 1.19
33 H 4.53 1.63 4.48
34 Br -1.31 3.07 0.98
35 C 4.69 -1.58 0.09
36 H 0.82 -1.80 5.19
37 H -1.96 -1.04 3.81
38 H 2.62 -1.39 1.84
39 H -0.57 2.98 6.30
40 C 0.69 -3.78 4.37
41 O 4.13 -0.28 2.74
42 H 4.36 -2.14 0.95
43 H 0.87 -4.26 5.33
44 C -2.63 1.74 0.73
45 H 3.86 5.65 1.34
46 C 0.48 -4.55 3.24
47 H 5.10 -2.10 4.52
48 C 2.36 2.77 0.39
49 C 0.24 -3.92 2.02
50 H -3.56 2.19 0.40
51 H 6.01 0.37 -2.96
52 H 0.98 1.94 4.72
53 H 4.34 1.40 -1.48
54 H -3.52 0.02 5.39
55 H 5.58 4.03 2.07
56 C 5.64 -0.18 -2.11
57 H 1.47 2.45 -0.14
58 C 4.06 -1.80 4.61
59 C -2.15 1.58 5.94
60 C 4.47 2.32 1.41
61 C 4.70 0.40 -1.27
62 C -2.54 0.45 5.24
63 O 1.91 0.07 -0.08
64 H 6.86 -1.90 -2.49
65 C 3.11 0.35 0.67
66 C 4.21 -0.30 -0.16
67 Br -2.16 0.46 -0.72
68 H 1.88 1.38 2.87
69 C 3.30 1.85 0.82

As for the maximum force: 0.013 Eh/bohr. Its multiplicity is 5. As for the expectation value of S²: 6.11. As for the energy above the lowest of the compared OMol25 structures with the same formula, charge and spin: 0.000 eV. As for the net charge: +1. As for the HOMO-LUMO gap (spin up / spin down): 6.123 / 7.253 eV.

- Which value of multiplicity does entry 4 give?
  1